C42H43F13N2O4PS2W as an isolated structure, computed with the ωB97M-V functional and the def2-TZVPD basis.

Results
relative energy (zero: lowest compared OMol25 entry of this formula, charge and spin)	0.00	kcal/mol
total charge	-2
spin multiplicity	2

Each line ends with the Mulliken spin population.
Positions of all 108 atoms, in Å:
W1 -0.533 0.186 -0.460  1.0211
C1 -1.765 -4.230 4.891  0.0018
C2 -1.464 -3.095 3.948  0.0066
C3 -2.177 -1.904 3.991  -0.0006
C4 -1.831 -0.847 3.166  -0.0031
C5 -0.756 -0.951 2.289  -0.0200
N1 -0.237 0.193 1.623  0.0685
C6 0.322 1.119 2.514  0.0550
C7 0.517 0.757 3.871  -0.0101
C8 0.966 1.638 4.829  0.0003
C9 1.275 2.953 4.506  -0.0068
C10 1.748 3.939 5.541  0.0002
C11 1.192 3.290 3.169  0.0003
C12 0.779 2.406 2.169  -0.0060
C13 0.904 2.824 0.707  0.0432
O1 0.724 1.830 -0.183  0.0178
C14 -0.097 3.993 0.418  -0.0056
F1 -0.119 4.346 -0.864  -0.0011
F2 0.177 5.132 1.114  0.0002
F3 -1.335 3.637 0.777  0.0004
C15 2.368 3.304 0.413  0.0123
F4 2.549 3.551 -0.885  0.0014
F5 2.760 4.434 1.056  0.0001
F6 3.239 2.354 0.769  0.0010
C16 -0.128 -2.191 2.133  -0.0132
C17 -0.468 -3.232 2.987  -0.0057
C18 0.866 -2.279 0.968  -0.0065
O2 0.355 -1.699 -0.147  0.0048
C19 1.121 -3.760 0.563  0.0013
F7 1.819 -3.866 -0.565  0.0007
F8 -0.031 -4.410 0.363  0.0005
F9 1.798 -4.466 1.509  -0.0002
C20 2.253 -1.643 1.387  0.0001
F10 3.318 -2.349 0.936  -0.0002
F11 2.389 -1.603 2.732  -0.0004
F12 2.398 -0.410 0.929  0.0028
H1 -2.667 -4.029 5.472  0.0001
H2 -0.944 -4.386 5.595  0.0001
H3 -1.915 -5.168 4.351  0.0000
H4 -2.999 -1.792 4.691  0.0002
H5 -2.342 0.104 3.241  -0.0015
H6 0.316 -0.255 4.185  0.0005
H7 1.078 1.285 5.850  0.0001
H8 1.177 3.850 6.468  0.0001
H9 1.642 4.964 5.181  0.0000
H10 2.802 3.788 5.792  -0.0002
H11 1.477 4.290 2.880  0.0001
H12 0.045 -4.181 2.913  -0.0006
C21 3.615 2.462 -5.658  -0.0005
C22 2.810 1.596 -4.709  -0.0012
O3 1.951 2.430 -3.947  -0.0076
P1 0.589 1.812 -3.182  -0.0126
S1 -1.705 1.611 -1.744  -0.1975
S2 1.160 0.021 -2.274  0.0043
O4 -0.124 1.171 -4.568  -0.0055
C23 -1.029 2.043 -5.223  -0.0008
C24 -0.783 1.980 -6.718  0.0001
H13 4.287 1.852 -6.266  -0.0002
H14 4.211 3.187 -5.100  0.0001
H15 2.949 3.015 -6.324  -0.0001
H16 3.474 1.049 -4.031  0.0020
H17 2.223 0.858 -5.266  -0.0010
H18 -0.908 3.070 -4.860  0.0005
H19 -2.052 1.738 -4.982  0.0008
H20 0.229 2.316 -6.951  -0.0001
H21 -1.495 2.612 -7.256  0.0000
H22 -0.892 0.954 -7.076  0.0001
C25 -2.911 -4.441 1.971  -0.0013
C26 -3.206 -3.267 1.032  0.0060
C27 -4.700 -2.944 1.180  0.0013
C28 -2.789 -3.548 -0.406  -0.0032
C29 -2.947 -4.844 -0.886  -0.0016
C30 -2.596 -5.187 -2.179  0.0022
C31 -2.089 -4.209 -3.009  -0.0009
C32 -1.935 -2.890 -2.584  0.0012
C33 -1.496 -1.888 -3.633  -0.0044
C34 -0.274 -2.375 -4.414  0.0133
C35 -2.632 -1.565 -4.609  -0.0011
C36 -2.273 -2.545 -1.259  0.0058
N2 -2.243 -1.190 -0.782  0.0230
C37 -3.524 -0.660 -0.761  0.0078
C38 -4.562 -1.061 -1.624  0.0143
C39 -5.834 -0.509 -1.571  -0.0042
C40 -6.153 0.465 -0.638  0.0090
C41 -5.165 0.872 0.252  -0.0018
C42 -3.911 0.316 0.175  -0.0079
F13 -3.017 0.684 1.128  0.0099
H23 -3.083 -4.128 3.001  0.0010
H24 -1.885 -4.797 1.883  0.0001
H25 -3.587 -5.280 1.779  -0.0002
H26 -2.634 -2.400 1.372  -0.0131
H27 -5.300 -3.779 0.803  0.0000
H28 -5.003 -2.046 0.648  0.0006
H29 -4.940 -2.809 2.239  0.0000
H30 -3.346 -5.610 -0.233  0.0004
H31 -2.720 -6.205 -2.533  0.0003
H32 -1.826 -4.460 -4.030  0.0001
H33 -1.226 -0.959 -3.144  0.0064
H34 -0.522 -3.213 -5.075  0.0011
H35 0.524 -2.686 -3.740  -0.0014
H36 0.106 -1.556 -5.025  -0.0052
H37 -3.017 -2.476 -5.081  -0.0001
H38 -2.258 -0.904 -5.394  0.0008
H39 -3.457 -1.056 -4.109  -0.0010
H40 -4.359 -1.838 -2.347  0.0018
H41 -6.584 -0.855 -2.273  -0.0004
H42 -7.144 0.898 -0.596  0.0014
H43 -5.347 1.618 1.015  -0.0005

Atoms 1-3, force components in eV/Å:
W 0.345 1.449 -1.074
C 0.133 0.001 0.139
C 0.397 0.304 0.340



A 7-piece molecular cluster, C42H44BF6N2O2 overall, computed with the ωB97M-V functional and the def2-TZVPD basis.

Results
total charge	-1
electronic energy	-2510.922381	Eh

Each line ends with the Mulliken charge.
Positions of all 97 atoms, in Å:
C1 3.094 0.529 -3.172  -0.9356
C2 2.470 -0.465 -4.166  -0.8195
B1 2.333 -1.983 -3.567  0.3653
C3 1.015 -2.209 -2.615  -1.2484
C4 -0.344 -1.883 -3.230  0.6768
O1 -0.334 -1.962 -4.644  -0.5259
C5 -0.907 -0.520 -2.719  0.0299
N1 -1.201 0.422 -3.826  -0.6421
N2 3.626 -2.360 -2.646  -0.6264
C6 4.636 -2.392 -3.278  0.7051
O2 5.719 -2.193 -3.754  -0.6579
H1 3.076 1.554 -3.534  0.4867
H2 2.568 0.476 -2.223  0.1670
H3 4.126 0.262 -2.968  0.2757
H4 1.496 -0.066 -4.428  0.3573
H5 3.050 -0.433 -5.085  0.2869
H6 2.309 -2.764 -4.513  -0.3120
H7 1.007 -3.252 -2.320  0.2010
H8 1.123 -1.586 -1.729  0.3490
H9 -1.051 -2.634 -2.865  -0.1074
H10 -1.250 -1.962 -4.914  0.3968
H11 -0.221 -0.058 -2.017  0.1351
H12 -1.844 -0.674 -2.197  -0.0227
H13 -1.965 1.016 -3.536  0.2456
H14 -0.409 1.030 -3.967  0.2486
F1 -2.714 1.913 -0.661  -0.3365
C7 -3.272 1.277 0.383  0.3098
C8 -3.982 0.115 0.156  -0.2784
C9 -4.551 -0.545 1.235  -0.5589
C10 -4.410 -0.034 2.517  -0.6110
C11 -3.693 1.136 2.722  -0.3208
C12 -3.112 1.799 1.650  -0.5005
H15 -4.079 -0.265 -0.853  0.5214
H16 -5.104 -1.459 1.073  0.5501
H17 -4.860 -0.549 3.355  0.4094
H18 -3.582 1.536 3.721  0.3652
H19 -2.541 2.707 1.789  0.4544
F2 1.602 3.321 -1.315  -0.2587
C13 2.622 3.838 -0.607  0.2750
C14 3.659 3.015 -0.218  -0.2085
C15 4.705 3.563 0.514  -0.2491
C16 4.696 4.912 0.848  -0.7704
C17 3.640 5.718 0.448  -0.2709
C18 2.594 5.183 -0.289  -0.6213
H20 3.645 1.966 -0.485  0.5107
H21 5.527 2.933 0.822  0.3734
H22 5.509 5.330 1.423  0.3846
H23 3.628 6.767 0.715  0.3863
H24 1.763 5.794 -0.616  0.4322
F3 -3.110 -3.683 -0.360  -0.2295
C19 -2.998 -4.878 -0.969  0.4918
C20 -2.506 -5.951 -0.255  -0.5432
C21 -2.397 -7.180 -0.888  -0.2873
C22 -2.772 -7.319 -2.217  -0.5565
C23 -3.261 -6.225 -2.916  -0.4387
C24 -3.380 -4.994 -2.290  -0.3127
H25 -2.210 -5.818 0.777  0.4099
H26 -2.015 -8.032 -0.341  0.3519
H27 -2.679 -8.278 -2.708  0.3620
H28 -3.546 -6.327 -3.954  0.3479
H29 -3.760 -4.129 -2.815  0.3910
F4 5.583 0.425 0.668  -0.1583
C25 6.190 -0.786 0.691  0.3230
C26 5.830 -1.718 -0.257  -0.1157
C27 6.456 -2.955 -0.228  -0.2832
C28 7.412 -3.240 0.738  -0.6891
C29 7.752 -2.281 1.683  -0.3305
C30 7.139 -1.037 1.661  -0.6055
H30 5.081 -1.499 -1.010  0.3544
H31 6.192 -3.697 -0.969  0.3861
H32 7.893 -4.209 0.754  0.3545
H33 8.494 -2.500 2.439  0.3462
H34 7.389 -0.270 2.383  0.4069
F5 4.416 6.276 3.554  -0.2701
C31 3.769 5.664 4.564  0.3416
C32 3.065 4.508 4.292  -0.0771
C33 2.401 3.875 5.331  -0.4993
C34 2.443 4.403 6.615  -0.5240
C35 3.156 5.568 6.862  -0.3457
C36 3.830 6.207 5.832  -0.5091
H35 3.043 4.119 3.283  0.3870
H36 1.850 2.965 5.137  0.3799
H37 1.922 3.906 7.422  0.3624
H38 3.187 5.983 7.861  0.3495
H39 4.396 7.112 6.003  0.4105
F6 -7.514 -1.028 2.245  -0.2619
C37 -8.511 -0.509 1.504  0.3091
C38 -9.817 -0.699 1.907  -0.5027
C39 -10.838 -0.158 1.139  -0.3296
C40 -10.542 0.553 -0.015  -0.5268
C41 -9.221 0.729 -0.401  -0.4686
C42 -8.192 0.199 0.363  -0.1271
H40 -10.025 -1.262 2.807  0.4151
H41 -11.867 -0.294 1.444  0.3491
H42 -11.341 0.970 -0.612  0.3651
H43 -8.988 1.281 -1.302  0.3631
H44 -7.154 0.331 0.085  0.4177

Atoms 1-3, force components in eV/Å:
C -0.079 -0.364 -0.245
C 0.358 0.284 0.781
B -0.917 -0.061 -0.527



C42H44BrCl2N4NiO3Te as an isolated structure, computed with the ωB97M-V functional and the def2-TZVPD basis.

Results
relative energy (zero: lowest compared OMol25 entry of this formula, charge and spin)	56.01	kcal/mol
total charge	0
spin multiplicity	4

Each line ends with the Mulliken spin population.
Positions of all 98 atoms, in Å:
Ni1 -1.339 1.575 -0.859  1.5894
C1 -0.780 6.966 -2.001  0.0009
C2 -0.945 5.497 -2.288  -0.0023
C3 -0.932 5.095 -3.643  0.0114
C4 -1.239 3.781 -4.007  -0.0091
C5 -1.556 2.895 -2.936  0.0084
Br1 -1.988 1.100 -3.275  0.0296
N1 -1.360 3.234 -1.689  0.0119
C6 -1.228 4.546 -1.339  0.0030
H1 -1.132 7.615 -2.847  -0.0003
H2 0.295 7.078 -1.957  -0.0003
H3 -1.223 7.198 -1.027  -0.0001
H4 -0.763 5.830 -4.393  0.0003
H5 -1.163 3.451 -4.999  0.0015
H6 -1.386 4.790 -0.285  0.0009
C7 -3.291 0.352 1.745  0.0231
C8 -2.458 -0.466 0.763  -0.0467
O1 -2.539 -1.805 1.081  0.2488
N2 -1.832 -0.108 -0.261  0.3245
Te1 -1.679 -2.804 -0.474  0.5895
C9 -2.939 -4.502 -1.174  0.0140
C10 -2.427 -5.800 -1.448  0.0326
C11 -1.013 -6.230 -1.185  0.0188
C12 -3.267 -6.696 -2.058  0.0068
C13 -4.591 -6.373 -2.423  0.0188
C14 -5.347 -7.287 -3.292  -0.0016
C15 -5.195 -5.216 -1.968  0.0010
C16 -4.304 -4.273 -1.393  -0.0419
C17 -4.958 -2.988 -0.983  0.0449
C18 -0.054 -3.452 0.790  0.1026
C19 -0.272 -4.241 1.940  -0.0061
C20 -1.605 -4.761 2.363  0.0078
C21 0.814 -4.479 2.737  -0.0092
C22 2.150 -3.951 2.576  0.0216
C23 3.307 -4.337 3.398  -0.0009
C24 2.313 -3.220 1.394  0.0026
C25 1.283 -2.989 0.529  -0.1073
C26 1.581 -2.311 -0.726  0.0536
H7 -3.457 1.349 1.341  0.0082
H8 -2.625 0.426 2.674  0.0029
H9 -4.258 -0.167 1.862  0.0028
H10 -0.274 -5.454 -1.664  0.0042
H11 -0.856 -7.241 -1.615  0.0018
H12 -0.774 -6.307 -0.107  0.0024
H13 -2.915 -7.715 -2.289  0.0013
H14 -6.041 -6.724 -3.933  0.0005
H15 -5.950 -8.062 -2.815  0.0021
H16 -4.758 -7.781 -4.049  0.0002
H17 -6.288 -5.106 -2.087  -0.0013
H18 -6.075 -3.039 -1.097  0.0034
H19 -4.728 -2.120 -1.702  0.0037
H20 -4.661 -2.609 0.024  -0.0111
H21 -1.945 -5.590 1.809  -0.0010
H22 -2.445 -4.035 2.228  -0.0080
H23 -1.563 -5.213 3.334  0.0001
H24 0.708 -5.171 3.562  -0.0009
H25 4.121 -3.688 3.127  0.0000
H26 3.659 -5.358 3.293  0.0015
H27 3.152 -4.240 4.469  0.0010
H28 3.299 -2.751 1.125  0.0004
H29 2.690 -2.288 -0.811  0.0117
H30 1.103 -1.343 -0.934  -0.0185
H31 1.134 -2.945 -1.563  -0.0118
O2 -0.386 1.328 2.288  -0.0008
C27 0.495 1.592 1.503  -0.0142
N3 1.863 1.561 1.789  0.0027
C28 2.600 2.230 0.762  0.0035
C29 1.445 2.454 -0.339  -0.0080
O3 1.537 3.076 -1.419  -0.0046
N4 0.367 1.897 0.198  0.0771
C30 3.732 1.383 0.191  -0.0002
C31 4.348 1.919 -0.979  0.0008
C32 5.444 1.324 -1.589  -0.0003
C33 5.998 0.161 -0.996  0.0005
C34 5.429 -0.328 0.151  -0.0007
C35 4.263 0.193 0.707  0.0025
C36 3.041 3.663 1.162  0.0032
C37 2.003 4.565 1.353  0.0009
C38 2.251 5.929 1.370  -0.0007
C39 3.525 6.428 1.420  0.0008
C40 4.568 5.496 1.455  -0.0005
C41 4.327 4.134 1.328  -0.0009
H32 2.069 1.672 2.771  0.0008
H33 3.917 2.849 -1.387  -0.0002
H34 5.774 1.771 -2.515  0.0000
H35 6.856 -0.464 -1.413  0.0000
H36 5.964 -1.141 0.657  0.0000
H37 3.809 -0.357 1.551  0.0006
H38 0.993 4.229 1.636  -0.0005
H39 1.392 6.600 1.307  0.0000
H40 3.735 7.425 1.698  0.0001
H41 5.631 5.816 1.580  -0.0001
H42 5.143 3.431 1.400  -0.0001
Cl1 -2.550 6.614 1.897  0.0003
C42 -1.934 7.954 2.842  0.0000
Cl2 -0.703 9.006 2.132  0.0000
H43 -1.446 7.416 3.703  0.0000
H44 -2.686 8.630 3.218  0.0000

Atoms 1-3, force components in eV/Å:
Ni 1.145 -2.546 2.193
C 0.088 -0.352 -0.247
C -1.123 0.272 -1.059



A 11-piece molecular cluster, C42H44Cl12O20 overall, computed with the ωB97M-V functional and the def2-TZVPD basis.

Results
total charge	0
electronic energy	-8653.882205	Eh
SMILES	O=C1C=C(O)C(=O)C=C1O.O=C1C=C(O)C(=O)C=C1O.O=C1C=C(O)C(=O)C=C1O.O=C1C=C(O)C(=O)C=C1O.O=C1C=C(O)C(=O)C=C1O.ClCCCl.ClCCCl.ClCCCl.ClCCCl.ClCCCl.ClCCCl

Each line ends with the Mulliken charge.
Positions of all 118 atoms, in Å:
O1 2.163 -3.381 -1.526  -0.7643
C1 2.271 -2.802 -2.617  1.5735
C2 3.461 -2.782 -3.415  -1.0579
C3 3.242 -2.362 -4.683  0.1705
O2 4.279 -2.254 -5.514  -0.5689
C4 1.943 -1.877 -5.226  0.9646
O3 2.010 -1.440 -6.427  -0.7539
C5 0.743 -2.047 -4.483  -0.7298
C6 0.907 -2.386 -3.239  0.1488
O4 -0.030 -2.558 -2.355  -0.5957
H1 4.417 -2.991 -3.023  0.5518
H2 3.960 -1.788 -6.280  0.3685
H3 -0.227 -1.737 -4.942  0.3498
H4 0.265 -3.077 -1.546  0.3136
O5 1.968 4.591 -3.219  -0.7646
C7 1.082 3.725 -3.399  0.2679
C8 0.469 2.933 -2.414  -0.6782
C9 -0.408 1.999 -2.894  0.2389
O6 -1.099 1.179 -2.118  0.1451
C10 -0.737 1.737 -4.373  1.3723
O7 -1.462 0.750 -4.571  -0.7475
C11 -0.188 2.641 -5.321  -1.1681
C12 0.722 3.525 -4.877  0.3368
O8 1.320 4.266 -5.786  -0.5837
H5 0.560 2.952 -1.351  0.5712
H6 -1.644 0.657 -2.731  0.1639
H7 -0.333 2.603 -6.408  0.4531
H8 2.006 4.898 -5.455  0.3467
O9 2.858 2.970 8.833  -0.6346
C13 2.850 2.229 7.838  1.0035
C14 3.970 1.542 7.247  -0.9770
C15 3.783 0.917 6.078  0.2221
O10 4.839 0.498 5.356  -0.5934
C16 2.406 0.679 5.434  0.6374
O11 2.376 0.108 4.370  -0.5390
C17 1.296 1.242 6.130  -0.8738
C18 1.496 2.047 7.179  0.3293
O12 0.502 2.656 7.830  -0.5461
H9 4.924 1.714 7.671  0.4789
H10 4.404 0.079 4.546  0.3240
H11 0.256 1.057 5.858  0.5069
H12 0.873 3.210 8.521  0.3754
O13 -7.808 1.781 -2.385  -0.5878
C19 -6.623 1.917 -2.504  0.3383
C20 -5.850 2.703 -1.598  -0.7797
C21 -4.709 3.227 -2.042  0.1062
O14 -3.974 4.251 -1.514  -0.6697
C22 -3.999 2.742 -3.305  1.1219
O15 -2.983 3.314 -3.620  -0.7099
C23 -4.608 1.661 -3.959  -0.7180
C24 -5.876 1.233 -3.663  0.4805
O16 -6.412 0.256 -4.360  -0.5758
H13 -6.426 3.072 -0.774  0.5607
H14 -3.138 4.132 -2.041  0.4363
H15 -4.040 1.165 -4.743  0.5006
H16 -7.302 0.061 -4.063  0.4340
O17 -1.370 2.667 1.521  -0.8135
C25 -1.001 1.494 1.487  0.6896
C26 0.088 0.788 2.069  -0.5079
C27 0.261 -0.530 1.894  0.1483
O18 1.131 -1.294 2.465  -0.1553
C28 -0.731 -1.405 1.057  0.5583
O19 -0.509 -2.566 0.791  -0.8470
C29 -1.907 -0.699 0.612  -0.2862
C30 -1.958 0.633 0.690  -0.7698
O20 -2.961 1.318 0.183  -0.4096
H17 0.841 1.398 2.568  0.5817
H18 1.666 -0.756 3.087  0.5700
H19 -2.625 -1.312 0.051  1.0483
H20 -2.895 2.265 0.585  0.4486
Cl1 -3.096 -6.376 2.281  -0.2214
C31 -3.307 -4.953 1.197  -0.4485
C32 -3.941 -3.765 1.833  0.4835
Cl2 -5.557 -4.054 2.565  -0.2024
H21 -3.876 -5.277 0.401  0.5179
H22 -2.249 -4.822 0.861  0.0294
H23 -3.970 -2.998 1.112  -0.2196
H24 -3.293 -3.401 2.685  0.1008
Cl3 2.162 0.315 -1.113  0.1049
C33 3.737 0.623 -1.925  -0.5193
C34 3.755 1.802 -2.951  0.2764
Cl4 2.690 1.148 -4.300  -0.1349
H25 4.019 -0.332 -2.437  -0.0158
H26 4.498 0.717 -1.099  0.3423
H27 4.722 1.913 -3.368  0.7058
H28 3.280 2.749 -2.651  -0.7222
Cl5 -6.860 -1.586 -1.750  -0.1667
C35 -7.504 -1.595 -0.042  -0.4587
C36 -7.039 -0.450 0.794  -0.3988
Cl6 -5.336 -0.652 1.160  -0.0005
H29 -7.120 -2.530 0.350  0.2264
H30 -8.559 -1.566 -0.096  0.4010
H31 -7.612 -0.476 1.711  0.3283
H32 -7.194 0.450 0.213  0.1523
Cl7 -0.889 -2.783 5.392  -0.2311
C37 0.299 -3.918 4.564  -0.0427
C38 -0.156 -5.346 4.600  -0.1732
Cl8 0.173 -6.145 6.156  -0.2119
H33 1.240 -3.850 5.227  0.3103
H34 0.437 -3.470 3.593  -0.1254
H35 0.342 -5.981 3.806  0.3201
H36 -1.252 -5.431 4.545  0.1161
Cl9 4.436 -3.502 2.897  -0.2133
C39 5.047 -2.601 1.536  -0.2299
C40 5.407 -3.539 0.429  -0.4168
Cl10 5.897 -2.426 -0.969  -0.2209
H37 5.856 -2.032 1.890  0.4310
H38 4.242 -1.996 1.167  -0.0406
H39 4.574 -4.166 0.122  0.2847
H40 6.219 -4.226 0.699  0.4329
Cl11 2.794 3.146 0.456  0.0416
C41 3.667 4.722 0.331  -0.8266
C42 4.493 4.833 -0.952  0.0404
Cl12 5.970 3.812 -0.819  -0.2076
H41 4.298 4.710 1.216  0.4049
H42 2.915 5.472 0.367  0.3314
H43 4.853 5.843 -1.029  0.4162
H44 4.008 4.554 -1.840  -0.1806

Atoms 1-3, force components in eV/Å:
O 0.463 1.095 -0.888
C -0.686 -2.057 0.882
C -1.710 1.053 -0.967



no.,strongest force on any atom (eV/A)
1,1.84
2,2.54
3,3.55
4,4.34